Record 1
Here is C37H54ClN9OS as an isolated structure at a distorted geometry from the OMol25 dataset. Energies are from ωB97M-V/def2-TZVPD.

* highest occupied orbital energy: -8.15 eV
* orbital gap: 7.48 eV
* spin multiplicity: 1
* lowest unoccupied orbital energy: -0.025 hartree

XYZ file:
```
103
C37H54ClN9OS, DFT ωB97M-V/def2-TZVPD
C 4.086 1.263 -2.050
C 2.920 1.600 -1.117
C 2.164 0.372 -0.489
Cl 2.782 -1.193 -1.117
C 0.659 0.521 -0.566
C -0.113 0.594 -1.659
C 0.489 0.453 -3.049
C 0.458 -1.043 -3.567
N -0.585 -1.880 -2.962
C -1.157 -2.818 -3.980
C -2.377 -2.241 -4.731
C -0.021 -2.779 -1.947
C -0.514 -2.725 -0.526
O 0.856 -3.566 -2.251
C -1.558 0.821 -1.617
C -2.282 0.956 -2.933
C -2.209 2.444 -3.429
C -3.201 3.414 -2.770
N -2.551 4.149 -1.684
C -2.207 0.918 -0.445
C -3.697 1.127 -0.216
C -4.669 0.087 -0.841
C -4.062 -1.299 -1.177
N -5.055 -2.375 -0.985
C -1.421 0.802 0.721
N -1.864 0.847 1.960
S -0.627 0.665 2.955
N 0.567 0.540 1.862
C -0.003 0.617 0.687
H 4.853 0.644 -1.591
H 4.580 2.202 -2.320
H 3.754 0.826 -2.991
H 3.305 2.221 -0.309
H 2.215 2.190 -1.700
H 2.419 0.378 0.565
H -0.013 1.086 -3.773
H 1.535 0.743 -3.046
H 1.457 -1.469 -3.508
H 0.206 -0.963 -4.629
H -0.351 -3.165 -4.632
H -1.524 -3.669 -3.405
H -2.867 -1.429 -4.210
H -2.082 -1.993 -5.752
H -3.099 -3.055 -4.822
H -0.872 -3.709 -0.221
H -1.323 -2.009 -0.396
H 0.293 -2.437 0.147
H -3.326 0.674 -2.888
H -1.804 0.387 -3.722
H -1.187 2.825 -3.400
H -2.489 2.390 -4.486
H -4.081 2.841 -2.457
H -3.549 4.118 -3.530
H -3.172 4.353 -0.915
H -1.725 3.670 -1.359
H -3.862 1.091 0.861
H -3.923 2.149 -0.509
H -5.047 0.514 -1.777
H -5.546 -0.056 -0.211
H -3.835 -1.319 -2.237
H -3.223 -1.564 -0.544
H -5.346 -2.423 -0.019
H -5.842 -2.262 -1.608
N -0.575 -4.470 -7.634
C -0.570 -3.501 -8.601
C -1.203 -4.004 -9.705
C -1.610 -5.329 -9.391
C -1.211 -5.585 -8.107
H -0.173 -4.375 -6.720
H -0.116 -2.541 -8.420
H -1.358 -3.482 -10.635
H -2.136 -6.014 -10.035
H -1.322 -6.462 -7.492
N -3.154 3.295 6.871
C -3.258 2.217 6.035
C -2.822 2.603 4.796
C -2.435 3.967 4.889
C -2.649 4.364 6.182
H -3.408 3.301 7.841
H -3.633 1.273 6.393
H -2.787 1.980 3.921
H -2.044 4.585 4.097
H -2.488 5.311 6.669
N 2.269 0.677 4.978
C 3.203 -0.129 5.566
C 3.608 0.476 6.727
C 2.885 1.694 6.845
C 2.066 1.787 5.752
H 1.804 0.483 4.108
H 3.498 -1.059 5.110
H 4.340 0.089 7.416
H 2.959 2.416 7.640
H 1.359 2.545 5.458
N 7.234 -0.653 8.439
C 8.360 -0.686 9.217
C 9.251 0.216 8.702
C 8.636 0.821 7.572
C 7.393 0.266 7.438
H 6.416 -1.217 8.582
H 8.429 -1.347 10.064
H 10.234 0.422 9.092
H 9.060 1.578 6.933
H 6.611 0.443 6.719
```

---

Record 2
Here is C37H54CoN3OP2 as an isolated structure at a distorted geometry from the OMol25 dataset. Energies are from ωB97M-V/def2-TZVPD.

* total charge: +1
* highest occupied orbital energy (spin up / spin down): -8.58 / -10.44 eV
* orbital gap (spin up / spin down): 5.93 / 6.61 eV
* spin multiplicity: 4
* lowest unoccupied orbital energy (spin up / spin down): -0.097 / -0.141 hartree

XYZ file:
```
98
C37H54CoN3OP2, DFT ωB97M-V/def2-TZVPD
C -1.902 -1.541 -1.008
C 0.262 -1.555 -1.945
C -2.295 -2.572 -1.854
C -0.221 -2.329 -3.014
C -1.443 -2.950 -2.882
H -3.276 -3.028 -1.720
H 0.508 -2.588 -3.764
H -1.721 -3.727 -3.572
N -0.630 -1.053 -1.023
P -2.439 0.711 0.562
P 2.089 -0.481 -0.278
C -2.943 -0.997 -0.011
H -3.968 -0.956 -0.442
H -3.046 -1.642 0.891
C 0.173 1.440 1.617
O 0.390 2.264 2.400
C 1.697 -1.438 -1.752
H 2.127 -0.964 -2.652
C 3.540 0.853 -0.415
C 2.899 -2.187 0.147
C -3.262 1.806 -0.771
C -3.360 0.895 2.237
C 3.109 2.233 0.131
H 2.835 2.182 1.196
H 3.971 2.925 0.041
H 2.273 2.654 -0.440
C 4.769 0.441 0.418
H 4.510 0.338 1.484
H 5.234 -0.487 0.056
H 5.529 1.242 0.342
C 3.937 1.033 -1.883
H 4.747 1.788 -1.925
H 4.330 0.114 -2.341
H 3.092 1.414 -2.480
C 3.466 -2.179 1.558
H 2.911 -1.510 2.229
H 3.376 -3.199 1.958
H 4.526 -1.905 1.574
C 1.787 -3.242 0.059
H 0.937 -2.978 0.699
H 1.413 -3.369 -0.967
H 2.201 -4.214 0.348
C 3.970 -2.448 -0.943
H 4.007 -1.693 -1.745
H 4.975 -2.532 -0.510
H 3.722 -3.393 -1.447
C -3.168 2.341 2.726
H -3.475 2.383 3.784
H -2.112 2.652 2.677
H -3.790 3.059 2.173
C -2.712 -0.046 3.265
H -2.840 -1.105 2.994
H -1.643 0.169 3.391
H -3.213 0.120 4.235
C -4.861 0.552 2.161
H -5.205 0.345 3.189
H -5.469 1.387 1.787
H -5.067 -0.348 1.560
C -2.817 1.395 -2.198
H -3.437 1.957 -2.920
H -1.781 1.676 -2.389
H -2.937 0.317 -2.386
C -2.819 3.256 -0.497
H -1.721 3.339 -0.491
H -3.214 3.888 -1.309
H -3.216 3.638 0.455
C -4.800 1.711 -0.774
H -5.160 0.673 -0.858
H -5.262 2.199 0.095
H -5.157 2.247 -1.672
Co -0.092 0.319 0.328
N 0.099 1.856 -0.950
C 0.293 2.023 -2.114
C 0.792 2.168 -3.448
C 0.830 3.526 -3.809
C 1.058 1.187 -4.496
C 0.944 3.956 -5.120
H 0.641 4.286 -3.050
C 1.232 1.636 -5.825
H 1.131 0.096 -4.351
C 1.148 3.013 -6.139
H 0.851 5.039 -5.277
H 1.401 0.942 -6.674
H 1.247 3.373 -7.176
C 0.483 -3.399 6.036
C 0.398 -2.603 4.769
C 1.075 -1.388 4.676
C 0.999 -0.644 3.488
N 0.265 -1.059 2.430
C -0.369 -2.240 2.520
C -0.328 -3.026 3.659
H 1.520 -3.685 6.265
H 0.112 -2.824 6.897
H -0.111 -4.310 5.952
H 1.671 -0.982 5.506
H 1.566 0.298 3.417
H -0.922 -2.573 1.653
H -0.865 -3.963 3.674
```

---

| no. | total energy (eV) |
| --- | --- |
| 1 | -78059.4243 |
| 2 | -101959.6111 |